# 1
A structure of composition C39H54IrN8O3PSSbSe4 at a distorted geometry, computed with the ωB97M-V functional and the def2-TZVPD basis.

Element x y z (Å)
Ir: 1.59 -0.39 0.97
Se: 5.58 -3.54 0.15
Sb: 3.49 -3.50 1.40
Se: 2.45 -1.41 2.89
Se: 1.61 -2.51 -0.04
Se: 2.85 -5.72 2.13
O: -0.38 -0.38 3.80
N: -0.38 -1.46 4.64
C: -1.25 -2.34 4.14
C: -1.44 -3.57 4.85
N: -1.62 -4.55 5.43
C: -1.88 -1.94 2.97
N: -3.68 -1.64 1.26
O: 0.56 0.75 -0.85
P: -0.30 1.20 -1.97
N: -1.87 1.46 -1.46
C: -2.85 2.15 -2.30
C: -4.11 2.06 -1.46
C: -4.04 0.64 -0.87
C: -2.56 0.24 -0.95
N: -0.23 0.13 -3.21
C: 0.60 -1.08 -3.17
C: 0.57 -1.60 -4.61
C: 0.21 -0.37 -5.45
C: -0.77 0.37 -4.55
N: 0.07 2.68 -2.64
C: -0.06 3.87 -1.76
C: 1.12 4.77 -2.11
C: 2.19 3.76 -2.51
C: 1.39 2.74 -3.31
H: -3.00 1.62 -3.26
H: -2.54 3.17 -2.52
H: -5.01 2.24 -2.04
H: -4.06 2.81 -0.66
H: -4.65 -0.05 -1.45
H: -4.39 0.57 0.16
H: -2.42 -0.59 -1.66
H: -2.14 -0.08 0.00
H: 0.20 -1.81 -2.47
H: 1.62 -0.85 -2.84
H: -0.22 -2.35 -4.72
H: 1.51 -2.06 -4.90
H: -0.22 -0.62 -6.42
H: 1.10 0.25 -5.61
H: -1.78 -0.06 -4.65
H: -0.84 1.44 -4.75
H: 0.01 3.58 -0.71
H: -1.02 4.37 -1.92
H: 1.41 5.40 -1.27
H: 0.87 5.41 -2.96
H: 2.57 3.28 -1.60
H: 3.02 4.19 -3.07
H: 1.87 1.76 -3.34
H: 1.27 3.09 -4.35
C: 5.35 -0.10 1.58
C: 4.62 0.67 0.49
C: 4.60 2.15 0.94
C: 3.16 0.32 0.25
C: 5.35 0.59 -0.86
C: 4.95 1.39 -1.93
C: 5.60 1.37 -3.15
C: 6.70 0.54 -3.33
C: 7.12 -0.26 -2.28
C: 6.45 -0.24 -1.06
H: 4.79 -0.06 2.50
H: 6.33 0.36 1.74
H: 5.51 -1.15 1.31
H: 4.19 2.23 1.94
H: 4.00 2.79 0.28
H: 5.63 2.52 0.94
H: 2.86 0.77 -0.70
H: 4.10 2.05 -1.81
H: 5.25 1.99 -3.96
H: 7.23 0.51 -4.28
H: 7.96 -0.94 -2.40
H: 6.78 -0.90 -0.28
C: 0.48 2.43 4.55
N: -0.48 2.48 3.47
C: -1.84 2.31 3.61
C: -2.36 2.20 2.37
N: -1.31 2.32 1.48
C: -0.14 2.47 2.16
S: 1.38 2.75 1.46
H: 0.13 3.05 5.37
H: 1.43 2.80 4.18
H: 0.60 1.39 4.88
H: -2.31 2.24 4.57
H: -3.37 2.03 2.04
H: -1.34 2.04 0.50
C: -6.31 -5.31 1.52
C: -5.24 -4.27 1.76
C: -5.24 -3.56 3.01
C: -4.23 -2.75 3.40
C: -4.26 -2.17 4.80
C: -3.18 -2.32 2.44
C: -1.18 -0.65 2.59
O: -0.44 -0.53 1.46
C: -3.27 -2.97 0.98
C: -2.00 -3.18 0.19
C: -4.25 -4.06 0.87
H: -6.73 -5.68 2.46
H: -5.91 -6.17 0.97
H: -7.14 -4.90 0.93
H: -6.04 -3.76 3.71
H: -5.29 -2.04 5.12
H: -3.76 -1.20 4.84
H: -3.77 -2.82 5.53
H: -1.97 0.13 2.58
H: -1.31 -2.35 0.35
H: -2.25 -3.23 -0.88
H: -1.48 -4.11 0.45
H: -4.14 -4.73 0.01

Results
E_LUMO (alpha / beta): 3.5 / 3.5 eV
Frontier orbital gap (alpha / beta): 4.94 / 4.90 eV
Total charge: -2
ΔE to the lowest compared entry with this formula, charge and spin: 290.94 kJ/mol
M: 1375.8 u
2S+1: 2
Highest occupied orbital energy (alpha / beta): -1.3919 / -1.3589 eV
Maximum force: 1.7 eV/A
Expectation value of S²: 0.7893

Results of the Löwdin charge analysis, in e, for atoms 1 through 6: atom 1 (Ir): 0.642, atom 2 (Se): -0.158, atom 3 (Sb): -0.118, atom 4 (Se): 0.206, atom 5 (Se): 0.168, atom 6 (Se): -0.261


# 2
A structure of composition C39H54N6OPS2Sc at a distorted geometry, computed with the ωB97M-V functional and the def2-TZVPD basis.

Element x y z (Å)
Sc: 0.70 0.71 1.35
C: 5.79 3.14 2.75
S: 5.36 2.69 1.04
C: 3.79 1.98 1.37
S: 2.77 1.57 -0.04
N: 3.45 1.87 2.63
N: 2.19 1.23 2.74
C: 1.62 1.19 3.94
C: 0.37 0.60 4.19
C: -0.35 0.83 5.39
C: -1.63 0.31 5.52
C: -2.13 -0.58 4.52
C: -1.32 -0.82 3.43
N: -0.18 -0.14 3.19
H: 6.73 3.71 2.76
H: 5.92 2.22 3.33
H: 4.94 3.72 3.14
H: 2.15 1.71 4.74
H: 0.11 1.45 6.16
H: -2.24 0.55 6.39
H: -3.08 -1.07 4.58
H: -1.59 -1.55 2.68
C: 1.25 -2.79 -5.12
C: -0.06 -2.17 -4.60
C: -0.03 -1.66 -3.14
C: 1.02 -2.38 -2.26
C: 2.39 -2.13 -2.87
C: 2.47 -2.22 -4.41
P: 0.77 -1.82 -0.40
C: -0.83 -2.70 0.14
C: -1.20 -4.05 -0.51
C: -2.48 -4.04 -1.36
C: -3.72 -3.48 -0.68
C: -3.41 -2.32 0.26
C: -2.02 -1.70 0.07
C: 2.14 -2.72 0.64
C: 2.32 -4.23 0.32
C: 3.63 -4.83 0.83
C: 4.27 -4.05 1.95
C: 4.48 -2.57 1.63
C: 3.50 -2.01 0.57
H: 1.35 -2.56 -6.19
H: 1.24 -3.89 -5.03
H: -0.87 -2.90 -4.73
H: -0.35 -1.33 -5.27
H: -1.06 -1.74 -2.72
H: 0.17 -0.57 -3.13
H: 0.77 -3.46 -2.28
H: 3.13 -2.83 -2.41
H: 2.77 -1.13 -2.60
H: 3.38 -2.83 -4.68
H: 2.72 -1.19 -4.81
H: -0.63 -2.90 1.20
H: -1.36 -4.81 0.29
H: -0.32 -4.43 -1.06
H: -2.71 -5.06 -1.70
H: -2.30 -3.45 -2.29
H: -4.27 -4.27 -0.12
H: -4.49 -3.22 -1.43
H: -3.55 -2.64 1.31
H: -4.16 -1.51 0.18
H: -1.84 -0.90 0.79
H: -2.02 -1.20 -0.94
H: 1.75 -2.62 1.68
H: 2.26 -4.38 -0.77
H: 1.44 -4.79 0.74
H: 4.33 -4.93 -0.01
H: 3.46 -5.88 1.16
H: 5.22 -4.54 2.21
H: 3.60 -4.17 2.84
H: 5.52 -2.42 1.28
H: 4.42 -1.95 2.56
H: 3.98 -2.11 -0.44
H: 3.43 -0.93 0.66
C: -0.62 4.83 -3.97
C: -1.77 4.77 -3.03
C: -2.33 3.54 -2.66
C: -3.40 3.49 -1.78
C: -3.88 4.68 -1.23
N: -4.81 4.69 -0.15
C: -5.11 3.86 0.91
O: -6.23 3.69 1.36
N: -4.05 3.11 1.44
C: -2.68 3.28 1.39
C: -2.10 4.55 1.56
C: -0.73 4.67 1.33
C: 0.01 3.55 0.97
N: -0.56 2.29 0.98
C: -1.91 2.15 1.12
C: -3.43 5.92 -1.70
C: -2.36 5.94 -2.57
H: -0.13 3.87 -4.10
H: 0.11 5.60 -3.63
H: -0.99 5.14 -4.98
H: -1.92 2.62 -3.03
H: -3.82 2.52 -1.48
H: -5.59 5.35 -0.28
H: -4.43 2.39 2.05
H: -2.68 5.44 1.79
H: -0.26 5.66 1.36
H: 1.05 3.59 0.64
H: -2.37 1.17 0.85
H: -3.88 6.84 -1.33
H: -1.95 6.87 -2.94

Results
E_LUMO: -7.5 eV
Frontier orbital gap: 5.26 eV
Total charge: +2
ΔE to the lowest compared entry with this formula, charge and spin: 0.00 kJ/mol
M: 763.0 u
2S+1: 1
Highest occupied orbital energy: -12.7384 eV
Maximum force: 4.6 eV/A

Results of the Löwdin charge analysis, in e, for atoms 1 through 6: atom 1 (Sc): 0.874, atom 2 (C): -0.373, atom 3 (S): 0.909, atom 4 (C): -1.051, atom 5 (S): 0.560, atom 6 (N): -0.047


# 3
A cluster of 9 separate species, C39H54N8O3 in total at a distorted geometry, computed with the ωB97M-V functional and the def2-TZVPD basis.

Element x y z (Å)
C: -0.34 -0.38 2.51
O: -0.65 0.68 1.63
C: 0.10 0.73 0.44
C: 1.08 1.90 0.42
C: 2.18 1.63 -0.58
C: 3.34 2.62 -0.51
C: 4.01 2.60 0.86
O: 3.46 3.60 1.73
C: 3.95 4.81 1.61
O: 4.93 5.10 1.00
H: -1.26 -0.73 2.95
H: 0.12 -1.23 2.02
H: 0.28 -0.04 3.34
H: 0.66 -0.18 0.24
H: -0.61 0.85 -0.37
H: 1.45 2.00 1.43
H: 0.57 2.81 0.12
H: 2.56 0.63 -0.44
H: 1.78 1.66 -1.58
H: 3.00 3.62 -0.76
H: 4.06 2.32 -1.25
H: 3.79 1.65 1.31
H: 5.08 2.66 0.78
H: 3.39 5.57 2.15
N: -1.21 5.56 -0.22
C: 0.00 5.98 0.26
C: -0.03 7.34 0.39
C: -1.32 7.77 -0.03
C: -2.02 6.65 -0.40
H: -1.46 4.61 -0.41
H: 0.79 5.27 0.47
H: 0.77 7.96 0.74
H: -1.69 8.78 -0.06
H: -3.03 6.53 -0.77
N: -2.88 6.82 -3.81
C: -3.26 6.35 -5.04
C: -4.46 6.92 -5.36
C: -4.82 7.78 -4.28
C: -3.83 7.69 -3.34
H: -2.04 6.57 -3.32
H: -2.64 5.65 -5.57
H: -5.02 6.75 -6.26
H: -5.71 8.38 -4.21
H: -3.71 8.18 -2.39
N: -2.18 -3.94 1.82
C: -2.58 -4.08 3.13
C: -2.09 -5.27 3.59
C: -1.35 -5.87 2.53
C: -1.43 -5.02 1.45
H: -2.39 -3.15 1.24
H: -3.18 -3.33 3.61
H: -2.23 -5.67 4.58
H: -0.83 -6.81 2.55
H: -1.01 -5.10 0.46
N: 5.16 7.91 2.29
C: 4.48 8.18 3.45
C: 4.27 9.54 3.51
C: 4.84 10.10 2.34
C: 5.37 9.08 1.61
H: 5.44 6.99 1.99
H: 4.21 7.39 4.13
H: 3.76 10.06 4.30
H: 4.85 11.15 2.07
H: 5.89 9.08 0.66
N: -4.19 -4.06 -1.03
C: -5.38 -4.29 -1.66
C: -5.15 -4.24 -3.01
C: -3.77 -3.96 -3.20
C: -3.21 -3.86 -1.96
H: -4.06 -4.05 -0.04
H: -6.28 -4.48 -1.10
H: -5.90 -4.37 -3.78
H: -3.26 -3.85 -4.14
H: -2.19 -3.67 -1.66
N: -6.91 -5.28 -6.66
C: -7.31 -5.83 -7.85
C: -8.50 -5.24 -8.20
C: -8.82 -4.30 -7.18
C: -7.82 -4.35 -6.25
H: -6.07 -5.53 -6.17
H: -6.72 -6.58 -8.34
H: -9.07 -5.46 -9.09
H: -9.69 -3.66 -7.14
H: -7.68 -3.80 -5.33
N: 1.58 -4.26 3.86
C: 2.16 -4.17 5.10
C: 3.42 -4.71 5.02
C: 3.60 -5.14 3.68
C: 2.46 -4.85 2.99
H: 0.66 -3.96 3.63
H: 1.63 -3.73 5.93
H: 4.12 -4.78 5.83
H: 4.48 -5.61 3.28
H: 2.19 -5.02 1.96
N: 6.23 -7.77 2.09
C: 5.94 -8.25 3.34
C: 6.76 -9.33 3.57
C: 7.57 -9.50 2.41
C: 7.22 -8.52 1.52
H: 5.77 -6.98 1.66
H: 5.19 -7.79 3.96
H: 6.77 -9.93 4.46
H: 8.32 -10.25 2.25
H: 7.58 -8.29 0.53

Results
E_LUMO: 0.0 eV
Frontier orbital gap: 8.21 eV
Total charge: 0
Structure (SMILES): COCCCCCOC=O.c1cc[nH]c1.c1cc[nH]c1.c1cc[nH]c1.c1cc[nH]c1.c1cc[nH]c1.c1cc[nH]c1.c1cc[nH]c1.c1cc[nH]c1
M: 682.9 u
2S+1: 1
Highest occupied orbital energy: -8.1877 eV
Maximum force: 1.8 eV/A

Results of the Löwdin charge analysis, in e, for atoms 1 through 6: atom 1 (C): -0.109, atom 2 (O): -0.173, atom 3 (C): -0.234, atom 4 (C): -0.165, atom 5 (C): -0.210, atom 6 (C): -0.160